No. 1
Here is C30H50AuN2O4PSSi as an isolated structure from the Open Molecules 2025 dataset. Energies are from wB97M-V/def2-TZVPD.

The net charge is +2. The value obtained for the orbital gap is 7.2 eV. The calculation puts the energy relative to the best compared isomer or geometry (same formula, charge and spin) at 0.0 kcal/mol. As for the highest occupied orbital energy: -14.3 eV. Its strongest force on any atom is 0.023 Eh/bohr. The total energy comes out at -74777.8548 eV.

Element x y z (Å)
Au1 1.3276 0.2013 0.0271
S1 2.3728 0.3898 1.9992
P1 0.1312 -1.5033 0.9671
Si1 4.0966 0.9783 0.7958
O1 -1.1842 1.3162 1.0322
O2 5.1177 -0.2169 0.4563
O3 3.3871 1.5858 -0.5521
O4 4.8342 2.0971 1.6660
N1 0.5625 0.1368 -1.9432
N2 -1.6427 3.5012 0.6553
C1 4.1662 -1.5084 -1.3849
C2 2.6681 2.9873 -2.3539
C3 5.5547 0.8404 3.6294
C4 -0.1949 -1.5365 2.7072
C5 0.6215 0.0455 -5.4136
C6 -1.2307 3.3842 -0.7303
C7 5.0938 2.7627 -1.7890
C8 -1.2368 1.4190 -4.6228
C9 7.1725 2.1056 2.1869
C10 5.2101 -1.4531 -0.2789
C11 5.0201 -2.5761 0.7282
C12 -0.8306 1.1508 -6.9726
C13 -1.6166 2.4097 1.4118
C14 0.2609 0.3287 -6.7174
C15 1.0374 -2.9847 0.5046
C16 0.4160 -2.2073 4.9301
C17 0.7238 -2.1179 3.5862
C18 5.7753 2.0852 2.7844
C19 -1.4034 -1.0234 3.1824
C20 5.4823 3.3449 3.5775
C21 3.6825 2.8675 -1.2316
C22 0.2468 0.3425 -3.0282
C23 3.5798 4.0143 -0.2405
C24 -2.1054 4.7870 1.1617
C25 -0.7945 -1.7094 5.4006
C26 -1.5803 1.6903 -5.9334
C27 -1.4026 -1.4896 0.0372
C28 6.6074 -1.4849 -0.8769
C29 -0.1326 0.5979 -4.3745
C30 -1.7016 -1.1198 4.5312
H1 6.1898 0.8801 4.5139
H2 4.4555 3.3361 3.9460
H3 -1.2752 4.3631 -1.2015
H4 -2.0516 2.5396 2.4107
H5 3.7735 4.9565 -0.7533
H6 -2.3650 4.6869 2.2129
H7 -2.0162 -2.2983 0.4428
H8 1.1185 -2.6644 5.6131
H9 5.8223 -2.5648 1.4653
H10 2.0212 -2.9944 0.9648
H11 5.8013 -0.0654 3.0730
H12 -0.2123 3.0087 -0.7941
H13 6.7680 -2.4138 -1.4248
H14 -1.1867 -1.6888 -1.0106
H15 2.5914 4.0644 0.2086
H16 5.0213 -3.5475 0.2318
H17 4.2843 -2.4270 -1.9600
H18 2.7700 3.9530 -2.8484
H19 -2.1042 -0.5514 2.5077
H20 4.3109 3.9017 0.5584
H21 5.8210 2.6355 -0.9866
H22 1.4675 -0.5933 -5.1988
H23 5.3449 3.6742 -2.3317
H24 4.0755 -2.4428 1.2575
H25 -2.6413 -0.7369 4.9043
H26 -1.8867 2.6959 -1.2665
H27 -1.0310 -1.7845 6.4535
H28 5.6236 4.2293 2.9560
H29 7.3337 3.0235 1.6209
H30 7.9225 2.0553 2.9768
H31 6.7488 -0.6489 -1.5625
H32 -1.8147 1.8248 -3.8034
H33 7.3568 -1.4153 -0.0888
H34 -2.4329 2.3187 -6.1493
H35 1.1490 -3.0286 -0.5788
H36 2.8188 2.2029 -3.0975
H37 -1.3189 5.5347 1.0652
H38 1.6519 2.9093 -1.9655
H39 4.5176 0.7811 3.9702
H40 7.3142 1.2510 1.5240
H41 0.8274 -0.0911 -7.5367
H42 -2.9855 5.1193 0.6118
H43 5.1742 1.9205 -2.4777
H44 4.2608 -0.6565 -2.0591
H45 1.6720 -2.5002 3.2309
H46 3.1526 -1.5080 -0.9691
H47 6.1555 3.4155 4.4317
H48 -1.1013 1.3740 -7.9959
H49 -1.9047 -0.5329 0.1445
H50 0.4636 -3.8484 0.8483

Cartesian forces (eV/Å) of the 2 atoms listed first:
Au 0.160 0.560 -0.882
S 0.191 -0.190 0.179

***

No. 2
Here is C33H51MnN6O5 as an isolated structure from the Open Molecules 2025 dataset. Energies are from wB97M-V/def2-TZVPD.

The net charge is -1. Its spin multiplicity is 6. The value obtained for the orbital gap (alpha / beta) is 6.0 / 5.9 eV. As for the highest occupied orbital energy (alpha / beta): -4.3 / -4.3 eV. The expectation value of S² is 8.75. Its strongest force on any atom is 0.044 Eh/bohr. The total energy comes out at -85546.6875 eV.

Element x y z (Å)
Mn1 -12.9107 21.1724 -8.3236
O1 -15.1655 23.9838 -13.6718
O2 -14.7017 21.9951 -9.5544
O3 -12.0203 22.7994 -9.5234
O4 -13.8261 19.7048 -7.2091
O5 -12.9786 25.6583 -13.0730
N1 -9.5113 14.4487 -3.6656
N2 -20.4336 20.1133 -11.9291
N3 -15.0377 11.5966 -9.7827
N4 -15.5869 20.9287 -14.5168
N5 -13.7689 22.7998 -6.6258
N6 -11.0997 21.3948 -7.1284
C1 -18.6211 17.8128 -10.0326
C2 -12.2619 20.4857 -3.6763
C3 -16.0961 23.8487 -6.0768
C4 -12.8413 23.3621 -10.3725
C5 -14.7460 17.5391 -7.6339
C6 -13.2482 14.8774 -3.3412
C7 -13.2046 24.6606 -12.3933
C8 -10.6307 21.2748 -6.0920
C9 -15.1790 20.4436 -13.5654
C10 -14.9975 18.9733 -7.1479
C11 -13.0157 14.6008 -9.4536
C12 -11.9462 13.6904 -8.8641
C13 -19.5113 19.5149 -11.6098
C14 -14.4818 14.1267 -9.4450
C15 -19.5377 18.4111 -8.9579
C16 -14.9490 18.3271 -12.3370
C17 -15.0354 23.1182 -11.5369
C18 -18.3301 18.7339 -11.1977
C19 -14.6618 19.8149 -12.3302
C20 -18.5688 23.9215 -6.5962
C21 -14.7861 23.2529 -6.3553
C22 -16.1475 19.6054 -7.9092
C23 -12.3515 24.2308 -11.3123
C24 -14.2370 22.7923 -10.4638
C25 -14.6011 23.9778 -12.5825
C26 -11.4563 15.4716 -5.0858
C27 -12.6181 15.9589 -4.2147
C28 -17.1817 23.4644 -7.0908
C29 -10.0649 21.2285 -4.7442
C30 -14.4845 17.5943 -11.1162
C31 -10.3831 14.8899 -4.2684
C32 -14.7607 12.7006 -9.6385
C33 -10.8395 20.1009 -4.0384
H1 -14.3424 17.4632 -8.6485
H2 -11.9875 12.7107 -9.3600
H3 -20.5261 18.4968 -9.4140
H4 -15.0369 14.4872 -8.5803
H5 -17.1976 22.3887 -7.2431
H6 -15.8960 24.9180 -6.2164
H7 -10.8339 19.1532 -4.5706
H8 -10.3195 22.2255 -4.3796
H9 -12.6104 19.5931 -3.1425
H10 -12.7207 14.7790 -10.4885
H11 -14.7455 16.5270 -11.1848
H12 -16.3488 23.7371 -5.0225
H13 -18.6949 23.6822 -5.5409
H14 -15.0127 14.4961 -10.3302
H15 -18.0644 18.1590 -12.0892
H16 -13.4274 17.5542 -10.8600
H17 -17.6645 17.4916 -9.6122
H18 -16.9265 23.9996 -8.0023
H19 -14.0182 17.0459 -6.9817
H20 -11.2872 24.4123 -11.3262
H21 -16.1861 20.6797 -7.7352
H22 -10.9273 13.9919 -9.0988
H23 -12.3635 16.8417 -3.6309
H24 -19.4080 23.5177 -7.1631
H25 -12.5333 14.4105 -2.6594
H26 -13.4525 16.1992 -4.8794
H27 -17.1310 19.2382 -7.5958
H28 -17.4897 19.4061 -11.0136
H29 -11.6899 14.6150 -5.7284
H30 -15.1428 17.8747 -10.2815
H31 -13.6079 20.1055 -12.3894
H32 -8.9938 21.0475 -4.8064
H33 -10.3307 19.9680 -3.0757
H34 -16.0386 22.7102 -11.5440
H35 -13.5856 14.0489 -3.9723
H36 -13.0009 15.5656 -8.9478
H37 -15.2275 18.8484 -6.0775
H38 -12.4184 21.2555 -2.9131
H39 -15.0758 20.3640 -11.4791
H40 -16.0422 19.3971 -8.9766
H41 -14.1312 15.2614 -2.8347
H42 -19.2404 19.4268 -8.6908
H43 -18.6873 24.9944 -6.7706
H44 -12.1080 13.4053 -7.8237
H45 -15.9968 18.0854 -12.5218
H46 -14.4470 17.8624 -13.1953
H47 -19.6351 17.8442 -8.0344
H48 -19.0983 16.9026 -10.4047
H49 -12.9033 20.7895 -4.5053
H50 -11.1944 16.2738 -5.7744
H51 -15.6459 16.9110 -7.6062

Cartesian forces (eV/Å) of the 2 atoms listed first:
Mn -1.569 0.996 -0.216
O 0.187 1.018 0.336

***

No. 3
Here is the molecule C5H8O2 from the Open Molecules 2025 dataset. Energies are from wB97M-V/def2-TZVPD.

The net charge is 0. The value obtained for the orbital gap is 9.3 eV. The calculation puts the energy relative to the best compared isomer or geometry (same formula, charge and spin) at 116.4 kcal/mol. As for the highest occupied orbital energy: -8.8 eV. Its strongest force on any atom is 0.008 Eh/bohr. The total energy comes out at -9404.7841 eV.

Element x y z (Å)
O1 -1.8765 0.8222 0.1646
O2 1.2044 0.2427 1.0253
C1 0.5519 1.3621 0.4250
C2 0.8613 1.7024 -0.9170
C3 -0.5950 0.4234 -0.1833
C4 0.6214 -1.8589 -0.0937
C5 0.1389 -0.6407 0.6592
H1 0.1496 2.0576 1.1696
H2 0.1501 2.5207 -1.1518
H3 -0.2275 -2.4878 -0.3878
H4 -2.4870 0.5264 -0.5209
H5 1.2960 -2.4546 0.5279
H6 1.1666 -1.5445 -0.9897
H7 -0.4744 -0.9016 1.5331
H8 -0.4798 0.2306 -1.2606

Cartesian forces (eV/Å) of the 2 atoms listed first:
O -0.168 -0.078 -0.096
O 0.116 -0.003 0.074

***

No. 4
Here is C5H8O2 as an isolated structure from the Open Molecules 2025 dataset. Energies are from wB97M-V/def2-TZVPD.

The net charge is 0. The value obtained for the orbital gap is 8.7 eV. The calculation puts the energy relative to the best compared isomer or geometry (same formula, charge and spin) at 176.9 kcal/mol. As for the highest occupied orbital energy: -8.0 eV. Its strongest force on any atom is 0.012 Eh/bohr. The total energy comes out at -9402.1630 eV.

Element x y z (Å)
O1 0.7925 1.5664 -0.1768
O2 -2.0840 -0.4871 -1.4826
C1 1.5121 0.3631 0.1936
C2 0.6438 0.2355 1.4547
C3 0.6747 -0.5392 -0.6713
C4 -0.2848 0.7450 0.3560
C5 -1.6039 -0.7095 -0.2506
H1 0.4630 -0.7607 1.8656
H2 2.6030 0.4167 0.1462
H3 0.6405 -0.2802 -1.7299
H4 -1.2042 -1.7350 -0.2810
H5 0.8473 0.9824 2.2264
H6 0.7521 -1.6115 -0.4837
H7 -2.5388 0.3687 -1.4784
H8 -1.1633 1.3718 0.4887

Cartesian forces (eV/Å) of the 2 atoms listed first:
O 0.013 0.115 -0.104
O -0.050 0.249 0.080

***

No. 5
Here is a 2-piece molecular cluster, C5H14N2O2 overall from the Open Molecules 2025 dataset. Energies are from wB97M-V/def2-TZVPD.

The net charge is 0. As for the SMILES: CNC[C@@H](N)CC=O.O. The value obtained for the orbital gap is 9.9 eV. The calculation puts the energy relative to the best compared isomer or geometry (same formula, charge and spin) at 65.8 kcal/mol. As for the highest occupied orbital energy: -9.1 eV. Its strongest force on any atom is 0.048 Eh/bohr. The total energy comes out at -12485.4734 eV.

Element x y z (Å)
O1 -1.1753 0.1117 -3.4354
O2 -1.4888 -0.4072 2.6160
N1 -0.1752 -1.9184 0.3926
N2 0.6491 1.1470 0.7169
C1 -1.6080 -0.3829 -2.4360
C2 1.1541 0.0666 -0.1862
C3 -1.1839 -0.0340 -1.0196
C4 0.0172 -0.9093 -0.6517
C5 1.7256 2.1995 0.8349
H1 -1.9196 -0.2820 1.7646
H2 -2.0846 -0.1805 -0.4214
H3 -0.6794 -2.6981 -0.0062
H4 2.4352 1.9015 1.6106
H5 0.3470 0.7973 1.6143
H6 0.4599 -1.4982 -1.5219
H7 -0.6421 -0.7604 2.3110
H8 -2.4074 -1.1532 -2.3174
H9 2.2209 2.2904 -0.1463
H10 1.7595 0.5484 -0.9503
H11 1.1662 3.1111 0.9024
H12 0.5993 -2.3030 0.9106
H13 -0.9176 1.0222 -0.9298
H14 1.7480 -0.6684 0.3481

Cartesian forces (eV/Å) of the 2 atoms listed first:
O -0.211 -0.338 -0.283
O 0.266 0.231 -0.016

***

No. 6
Here is C45H47ClEuN2O4S5 as an isolated structure from the Open Molecules 2025 dataset. Energies are from wB97M-V/def2-TZVPD.

The net charge is 0. Its spin multiplicity is 8. The value obtained for the orbital gap (alpha / beta) is 3.4 / 3.8 eV. The calculation puts the energy relative to the best compared isomer or geometry (same formula, charge and spin) at 72.3 kcal/mol. As for the highest occupied orbital energy (alpha / beta): -3.6 / -4.5 eV. The expectation value of S² is 15.90. Its strongest force on any atom is 0.062 Eh/bohr. The total energy comes out at -144618.8285 eV.

Element x y z (Å)
Eu1 -0.3667 -0.2351 -0.0441
Cl1 4.4373 2.8096 2.4518
S1 1.2392 -1.4014 2.8670
S2 -3.2302 -0.9051 -0.9122
S3 -4.0396 3.2289 5.2833
S4 -2.3822 1.9585 -1.1476
S5 -0.2532 -3.9613 -1.0295
O1 -4.7363 1.0647 -1.7007
O2 -0.0263 -2.5071 -0.5055
O3 1.2807 -0.7344 1.4689
O4 0.5881 0.3692 -2.2204
N1 -7.6721 0.5658 5.0525
N2 -1.4831 1.0364 2.3559
C1 -0.4022 1.8849 -5.3635
C2 3.2713 -1.1518 4.6417
C3 -3.5567 0.6420 -1.2820
C4 -0.1963 -3.6740 2.7823
C5 -1.6805 2.3399 2.2116
C6 -2.7239 0.9736 4.3838
C7 2.7806 0.0106 -4.2680
C8 2.0548 1.0280 -6.3607
C9 2.3776 -3.7726 -1.9837
C10 5.6441 -1.0018 4.0737
C11 3.9180 -1.2063 2.3241
C12 2.9588 -1.2504 3.3044
C13 -5.9290 0.2573 -1.8600
C14 -0.3673 -5.0269 0.5651
C15 1.1674 -3.1874 2.4774
C16 -6.8434 0.6900 4.0215
C17 2.1448 1.9096 0.5649
C18 -7.4513 1.3555 6.1278
C19 2.4752 -6.5788 -2.3390
C20 1.6248 5.5391 0.1529
C21 -1.9902 0.3699 3.3687
C22 0.4220 1.0897 -4.5500
C23 4.6290 -1.0891 5.0361
C24 -1.1058 -4.2561 1.7210
C25 1.3514 -5.9602 -1.8446
C26 1.2657 4.2121 0.3158
C27 3.6414 5.1221 1.4396
C28 5.2714 -1.0362 2.7057
C29 -0.0584 0.7877 -3.2266
C30 -6.3596 2.2352 6.2125
C31 -2.9723 2.3395 4.2274
C32 -1.7697 2.3305 -4.9741
C33 -5.7914 1.6088 3.9655
C34 3.5504 -4.4299 -2.4706
C35 2.8702 5.9944 0.6739
C36 1.2782 -4.5575 -1.6665
C37 3.5578 -5.8064 -2.7371
C38 1.2461 1.8631 -7.1294
C39 -2.4609 3.0462 3.1224
C40 2.1973 3.2461 0.8143
C41 3.3241 3.7927 1.5220
C42 -5.4770 2.3341 5.1214
C43 1.7370 2.2621 -8.5102
C44 1.7402 0.7839 -5.0317
C45 0.0439 2.2930 -6.6006
H1 -8.1758 1.2341 6.9262
H2 2.9277 0.5428 -6.8105
H3 2.6516 -1.0521 -4.5353
H4 -7.1549 0.1169 3.0797
H5 -1.1997 2.8563 1.3331
H6 -6.2769 2.8248 7.0911
H7 -5.2739 1.7686 2.9990
H8 2.8438 2.0371 -8.5911
H9 2.3837 -2.7068 -1.7015
H10 0.6763 -5.3570 0.8479
H11 -0.7224 -2.8634 3.3383
H12 -1.9390 -0.6936 3.3044
H13 2.7709 1.2015 1.0483
H14 -0.9895 -5.8222 0.1757
H15 0.3661 3.8429 -0.1854
H16 1.5845 3.3257 -8.7576
H17 -6.1518 -0.3672 -0.9956
H18 2.4774 -1.0602 5.3569
H19 -1.8974 2.6480 -3.9287
H20 2.4756 -7.6724 -2.3051
H21 4.5923 5.4769 1.8746
H22 0.4991 -6.5207 -1.4759
H23 3.2090 6.9893 0.3759
H24 -0.0978 -4.4995 3.5358
H25 -2.0377 3.2424 -5.5734
H26 -3.0357 0.4499 5.2758
H27 4.3788 -6.2570 -3.2777
H28 -1.7051 -5.0015 2.2412
H29 -1.1389 1.0288 -3.1385
H30 3.6198 -1.3092 1.2920
H31 2.6921 0.1567 -3.1681
H32 1.4791 -3.3180 1.4402
H33 0.8887 6.1571 -0.3487
H34 -2.5242 1.5469 -5.1453
H35 4.4827 -3.8228 -2.6076
H36 1.9771 -3.7028 2.9863
H37 -0.5841 2.9670 -7.1929
H38 1.2514 1.7019 -9.3311
H39 -6.7644 0.9611 -1.9284
H40 4.8431 -1.0138 6.0796
H41 3.7652 0.2330 -4.6079
H42 -2.7516 4.1225 2.9696
H43 -5.7906 -0.2829 -2.7996
H44 -1.8584 -3.5923 1.2863
H45 6.6848 -0.8645 4.4199
H46 6.0406 -0.8671 1.9299
H47 1.7449 1.5697 -0.4005

Cartesian forces (eV/Å) of the 2 atoms listed first:
Eu -0.837 1.775 -1.830
Cl -0.316 -0.226 -0.241